Entry 1:
Formula: C39H108N15O14P5
Source: the OMol25 dataset
Level of theory: wB97M-V/def2-TZVPD

Its SMILES is CN(C)P(=O)(N(C)C)N(C)C.CN(C)P(=O)(N(C)C)N(C)C.CN(C)P(=O)(N(C)C)N(C)C.CN(C)P(=O)(N(C)C)N(C)C.CN(C)P(=O)(N(C)C)N(C)C.COC(=O)OC.COC(=O)OC.COC(=O)OC. Its HOMO energy is -8.2 eV. Its total energy is -139660.5720 eV.

```
! RIJCOSX wB97M-V def2-TZVPD def2/J DEFGRID3
* xyz 0 1
O -17.13 -12.86 -4.64
P -17.57 -12.48 -3.27
N -16.20 -12.12 -2.26
C -16.41 -11.58 -0.92
C -15.10 -11.53 -2.99
N -18.33 -13.59 -2.34
C -17.60 -14.73 -1.75
C -19.65 -13.99 -2.89
N -18.72 -11.25 -3.50
C -19.56 -10.54 -2.48
C -18.42 -10.39 -4.64
H -16.36 -10.49 -0.95
H -15.64 -12.08 -0.32
H -17.38 -11.82 -0.52
H -15.16 -11.78 -4.03
H -14.15 -11.90 -2.59
H -15.11 -10.48 -2.86
H -16.82 -14.39 -1.03
H -18.37 -15.30 -1.18
H -17.19 -15.44 -2.45
H -19.55 -14.82 -3.60
H -20.25 -14.45 -2.08
H -20.13 -13.14 -3.38
H -19.26 -9.49 -2.36
H -20.63 -10.52 -2.76
H -19.49 -11.10 -1.56
H -18.16 -11.04 -5.45
H -17.68 -9.63 -4.47
H -19.32 -9.87 -4.99
O -24.99 -14.93 1.94
P -25.51 -14.41 3.24
N -26.87 -15.33 3.66
C -27.60 -15.17 4.86
C -27.27 -16.38 2.74
N -25.80 -12.79 3.12
C -25.96 -12.03 4.40
C -25.36 -12.06 1.94
N -24.46 -14.49 4.56
C -23.31 -13.59 4.51
C -24.12 -15.86 4.96
H -27.57 -16.05 5.50
H -28.63 -14.88 4.60
H -27.18 -14.32 5.37
H -26.82 -16.16 1.77
H -28.38 -16.42 2.59
H -26.98 -17.38 3.07
H -27.03 -11.90 4.58
H -25.52 -12.55 5.33
H -25.46 -11.07 4.34
H -26.06 -11.23 1.77
H -24.37 -11.64 2.07
H -25.34 -12.74 1.09
H -22.85 -13.48 5.51
H -22.57 -13.93 3.78
H -23.52 -12.58 4.09
H -23.12 -16.12 4.60
H -24.80 -16.58 4.56
H -24.12 -15.97 6.08
O -23.22 -12.73 -5.24
P -23.64 -13.94 -5.99
N -25.25 -14.14 -6.44
C -25.65 -13.48 -7.72
C -26.12 -13.84 -5.22
N -23.41 -15.36 -5.06
C -22.23 -15.34 -4.20
C -23.93 -16.66 -5.52
N -22.73 -14.14 -7.42
C -22.54 -15.31 -8.23
C -21.91 -13.00 -7.92
H -25.59 -12.37 -7.85
H -26.70 -13.71 -7.93
H -24.95 -13.89 -8.49
H -27.14 -14.26 -5.29
H -26.18 -12.73 -5.14
H -25.65 -14.29 -4.33
H -22.37 -15.90 -3.23
H -21.33 -15.72 -4.74
H -22.11 -14.32 -3.93
H -23.10 -17.37 -5.70
H -24.51 -17.11 -4.70
H -24.59 -16.51 -6.38
H -21.51 -15.71 -8.09
H -23.24 -16.15 -8.07
H -22.80 -15.06 -9.28
H -21.96 -12.13 -7.22
H -22.09 -12.75 -8.96
H -20.89 -13.32 -7.80
O -21.05 -15.27 5.59
P -19.85 -15.50 4.75
N -18.79 -14.24 4.89
C -19.30 -12.84 5.05
C -17.34 -14.34 4.71
N -20.19 -15.71 3.13
C -19.68 -14.89 2.00
C -20.95 -16.91 2.84
N -19.04 -16.92 5.18
C -18.45 -17.91 4.34
C -19.05 -17.21 6.64
H -19.26 -12.39 4.09
H -18.61 -12.25 5.67
H -20.30 -12.76 5.56
H -16.84 -13.95 5.59
H -16.97 -13.73 3.91
H -17.00 -15.39 4.60
H -18.98 -15.44 1.39
H -20.43 -14.59 1.28
H -19.29 -14.02 2.42
H -21.84 -17.02 3.43
H -21.23 -16.89 1.75
H -20.32 -17.82 2.90
H -17.41 -17.97 4.51
H -18.94 -18.91 4.32
H -18.50 -17.59 3.31
H -18.05 -17.20 7.04
H -19.43 -18.21 6.82
H -19.65 -16.41 7.06
O -23.03 -6.22 -3.89
P -22.78 -7.36 -2.99
N -21.21 -7.38 -2.35
C -21.11 -7.66 -0.90
C -20.17 -6.40 -2.82
N -23.04 -8.84 -3.79
C -24.42 -9.01 -4.23
C -22.10 -9.40 -4.78
N -23.85 -7.48 -1.70
C -24.06 -8.82 -1.03
C -24.93 -6.48 -1.54
H -20.00 -7.49 -0.68
H -21.45 -8.69 -0.64
H -21.57 -6.92 -0.28
H -20.20 -5.49 -2.21
H -20.38 -6.20 -3.90
H -19.29 -6.99 -2.62
H -24.61 -8.42 -5.09
H -24.73 -10.04 -4.50
H -25.17 -8.65 -3.50
H -22.38 -9.06 -5.78
H -21.12 -8.97 -4.66
H -22.06 -10.53 -4.79
H -25.09 -9.17 -1.05
H -23.51 -9.61 -1.51
H -23.72 -8.79 -0.03
H -24.58 -5.54 -1.96
H -25.05 -6.25 -0.49
H -25.96 -6.70 -1.90
C -23.81 -16.98 -0.10
O -22.81 -17.91 -0.43
C -21.57 -17.51 -0.60
O -21.18 -16.35 -0.66
O -20.79 -18.62 -0.82
C -19.36 -18.42 -0.66
H -24.67 -17.42 -0.48
H -23.60 -16.02 -0.49
H -23.90 -16.77 1.01
H -18.85 -19.37 -0.75
H -19.23 -17.86 0.27
H -18.96 -17.68 -1.34
C -21.94 -12.46 -0.31
O -21.62 -11.17 0.18
C -21.26 -11.18 1.47
O -20.84 -12.08 2.15
O -21.32 -9.90 1.86
C -20.79 -9.47 3.11
H -22.91 -12.79 0.14
H -21.09 -13.05 -0.10
H -22.01 -12.47 -1.38
H -19.75 -9.83 3.23
H -21.45 -9.86 3.90
H -20.96 -8.37 3.09
C -15.16 -7.63 -2.84
O -14.99 -7.87 -1.39
C -16.14 -8.06 -0.71
O -17.24 -8.22 -1.22
O -15.84 -8.09 0.59
C -16.92 -8.23 1.50
H -16.19 -7.78 -3.13
H -14.45 -8.29 -3.38
H -14.90 -6.57 -3.04
H -17.71 -7.49 1.26
H -16.46 -8.10 2.50
H -17.38 -9.27 1.48
*
```

---

Entry 2:
Formula: C39H20BrCl3GeN8O2Pt
Source: the OMol25 dataset
Level of theory: wB97M-V/def2-TZVPD

The expectation value of S² is 0.83. Its HOMO energy (alpha / beta) is -9.7 / -11.0 eV. Its total energy is -224155.3260 eV.

```
! RIJCOSX wB97M-V def2-TZVPD def2/J DEFGRID3
* xyz 1 2
Pt -0.49 0.29 0.94
C 1.21 -6.03 1.48
C -0.08 -6.26 1.02
C -0.93 -5.21 0.71
C -0.45 -3.92 0.87
C -1.05 -2.62 0.67
N -2.24 -2.42 0.14
C -2.81 -1.26 -0.07
C -4.08 -1.06 -0.77
C -4.90 -1.94 -1.44
C -6.03 -1.41 -2.07
C -6.31 -0.05 -2.01
C -5.47 0.84 -1.34
C -4.35 0.31 -0.73
C -3.24 0.93 -0.01
N -3.16 2.19 0.31
C -2.13 2.77 0.90
N -0.90 2.22 1.08
C -0.07 3.15 1.65
N 1.22 2.99 1.91
C 1.87 1.85 1.86
N 1.32 0.62 1.67
C 2.30 -0.33 1.79
N 2.14 -1.63 1.71
C 1.02 -2.25 1.41
N -0.16 -1.66 1.04
C 0.86 -3.69 1.33
C 1.70 -4.74 1.64
C 3.57 0.33 2.07
C 4.85 -0.15 2.24
C 5.86 0.78 2.46
C 5.59 2.14 2.49
C 4.30 2.63 2.32
C 3.30 1.71 2.11
C -0.82 4.36 1.89
C -0.48 5.56 2.50
C -1.49 6.50 2.66
C -2.79 6.26 2.21
C -3.12 5.07 1.58
C -2.12 4.12 1.43
N -2.35 -0.05 0.34
H 1.83 -6.88 1.73
H -0.43 -7.28 0.90
H -1.95 -5.37 0.37
H -4.66 -2.99 -1.49
H -6.69 -2.07 -2.61
H -7.20 0.33 -2.51
H -5.68 1.90 -1.30
H 2.70 -4.56 2.02
H 5.04 -1.21 2.22
H 6.87 0.44 2.60
H 6.40 2.84 2.65
H 4.08 3.69 2.35
H 0.53 5.74 2.84
H -1.27 7.44 3.15
H -3.54 7.02 2.36
H -4.12 4.86 1.24
Br -1.21 -2.59 -3.67
C 0.65 -2.28 -3.82
C 1.30 -2.96 -4.85
C 2.66 -2.80 -5.03
C 3.39 -1.97 -4.19
C 2.76 -1.30 -3.17
C 1.38 -1.44 -2.95
C 0.83 -0.64 -1.79
O 1.68 -0.04 -1.06
O -0.40 -0.57 -1.58
H 0.73 -3.60 -5.50
H 3.15 -3.33 -5.83
H 4.45 -1.84 -4.35
H 3.30 -0.63 -2.51
Cl 1.08 1.70 -3.72
Ge 0.87 2.31 -1.64
Cl 2.85 3.05 -1.10
Cl -0.46 4.07 -1.73
*
```